1.
# C20H32AgF6O16PS2

A molecular structure, C20H32AgF6O16PS2 (the ωB97M-V functional and the def2-TZVPD basis, the OMol25 dataset).

Atoms and positions in Å:
Ag 0.89 2.71 0.98
P 0.27 0.20 1.00
F 0.64 1.08 2.23
F -0.70 1.25 0.34
F 1.55 1.00 0.48
F -0.07 -0.55 -0.40
F 1.19 -1.04 1.55
F -1.04 -0.43 1.76
O 0.41 5.27 2.04
C -0.58 4.70 1.60
O -0.52 3.47 1.15
C -1.59 3.03 0.42
C -2.77 3.89 1.00
C -2.07 5.17 1.48
H -1.81 1.97 0.49
H -1.44 3.16 -0.65
H -3.40 3.22 1.59
H -3.30 4.29 0.13
H -2.41 5.61 2.42
H -2.12 5.98 0.76
O 3.58 0.60 -4.69
C 3.45 0.95 -3.55
O 3.50 2.27 -3.18
C 3.25 2.42 -1.82
C 2.91 0.97 -1.35
C 3.46 0.04 -2.44
H 2.43 3.10 -1.56
H 4.10 2.76 -1.23
H 1.83 0.84 -1.27
H 3.37 0.73 -0.39
H 2.87 -0.81 -2.78
H 4.45 -0.32 -2.19
O 4.74 -4.76 1.76
C 4.33 -3.72 1.26
O 4.01 -3.66 0.02
C 3.50 -2.35 -0.43
C 3.46 -1.49 0.86
C 3.87 -2.47 1.96
H 2.51 -2.63 -0.78
H 4.11 -1.93 -1.23
H 2.43 -1.16 0.92
H 4.20 -0.70 0.80
H 3.08 -2.92 2.56
H 4.65 -2.10 2.63
O -2.55 2.91 -2.60
C -2.22 1.73 -2.70
O -0.99 1.39 -2.92
C -0.67 -0.03 -2.63
C -2.05 -0.60 -2.22
C -3.11 0.50 -2.55
H 0.03 -0.15 -1.80
H -0.33 -0.53 -3.53
H -2.06 -0.91 -1.18
H -2.12 -1.49 -2.85
H -3.67 0.95 -1.73
H -3.87 0.17 -3.26
C 0.74 -2.91 0.42
C -0.67 -2.47 0.78
O -1.41 -3.64 0.92
S -0.92 -4.74 -0.17
O -1.63 -4.52 -1.43
O -1.06 -6.02 0.43
O 0.68 -4.17 -0.22
H 1.38 -2.80 1.30
H 1.11 -2.18 -0.30
H -1.17 -1.76 0.13
H -0.43 -2.14 1.79
C -2.92 -0.17 0.99
C -2.82 -1.40 1.91
O -3.16 -0.78 3.13
S -4.44 0.26 2.99
O -4.29 1.52 3.72
O -5.73 -0.45 3.23
O -4.10 0.53 1.41
H -3.12 -0.45 -0.05
H -2.20 0.63 1.19
H -1.84 -1.87 2.00
H -3.59 -2.09 1.56

Output
Multiplicity = 1
LUMO level = -0.710 eV
HOMO-LUMO gap = 9.56 eV
M = 845.42 g/mol

Löwdin population analysis, charges in e, atoms 1 to 2: number 1, Ag, carries 1.15; number 2, P, carries 0.32

2.
# C20H32As2O11Tl

A molecular structure, C20H32As2O11Tl (the ωB97M-V functional and the def2-TZVPD basis, the OMol25 dataset).

Atoms and positions in Å:
Tl 2.83 2.55 -1.43
C 0.22 1.51 -4.48
O 0.35 1.68 -3.05
C -0.76 2.35 -2.50
C -0.50 3.88 -2.31
O 0.45 4.01 -1.23
C 0.56 5.40 -0.86
C 1.46 5.48 0.39
O 2.70 4.86 0.02
C 3.78 5.59 0.57
H -0.66 0.89 -4.72
H 1.08 1.00 -4.88
H 0.21 2.47 -5.01
H -0.90 1.92 -1.50
H -1.70 2.16 -3.11
H -1.46 4.37 -1.99
H -0.14 4.39 -3.19
H -0.44 5.88 -0.67
H 1.06 5.97 -1.65
H 1.05 4.91 1.25
H 1.64 6.55 0.61
H 3.89 5.34 1.61
H 3.65 6.64 0.39
H 4.68 5.26 0.08
C -4.96 -1.26 -2.08
O -3.89 -1.94 -1.31
C -2.76 -1.32 -1.29
O -2.42 -0.30 -1.84
C -1.70 -1.94 -0.34
C -1.40 -3.25 -0.22
As 0.05 -3.87 0.87
C 0.82 -5.60 0.68
C 0.94 -2.45 1.62
C 0.50 -1.16 1.50
As -0.66 -0.49 0.20
C -1.57 1.05 0.87
C 1.19 -0.02 2.23
O 1.73 0.89 1.62
O 1.13 -0.17 3.54
C 1.66 0.79 4.45
C 1.95 -3.02 2.61
O 1.73 -4.07 3.15
O 3.06 -2.32 2.73
C 4.10 -2.91 3.64
C -2.24 -4.52 -0.43
O -2.13 -5.33 0.48
O -2.92 -4.63 -1.51
C -3.80 -5.79 -1.72
H -4.79 -1.60 -3.09
H -4.95 -0.17 -1.98
H -5.86 -1.75 -1.72
H 0.02 -6.22 0.23
H 1.04 -5.91 1.70
H 1.75 -5.53 0.05
H -1.92 0.89 1.90
H -2.43 1.23 0.15
H -0.78 1.81 0.89
H 1.85 0.26 5.35
H 0.94 1.59 4.66
H 2.60 1.13 4.01
H 4.10 -3.99 3.59
H 3.84 -2.55 4.62
H 5.01 -2.51 3.21
H -4.53 -5.38 -2.37
H -4.15 -6.13 -0.76
H -3.20 -6.57 -2.19

Output
Multiplicity = 1
LUMO level = -11.555 eV
HOMO-LUMO gap = 5.58 eV
M = 802.69 g/mol
Net charge = +3

natural (NBO) population analysis, charges in e, atoms 1 to 2: number 1, Tl, carries 0.94; number 2, C, carries -0.27

3.
# C20H32Br2ClF2NO2Si

C20H32Br2ClF2NO2Si in the gas phase (the ωB97M-V functional and the def2-TZVPD basis, the OMol25 dataset).

Atoms and positions in Å:
C 4.65 3.22 -0.97
C 4.95 2.44 0.38
N 4.59 1.02 0.34
C 3.16 0.75 0.14
O 2.83 -0.61 0.50
C 3.00 -1.48 -0.62
C 1.65 -1.84 -1.37
F 1.87 -3.10 -1.99
F 1.42 -0.92 -2.39
C 0.42 -2.04 -0.42
C -0.91 -2.22 -1.27
Si -2.51 -2.05 -0.22
C -2.93 -3.69 0.66
C -2.30 -0.76 1.20
C -3.98 -1.37 -1.27
C -5.28 -1.31 -0.58
C -6.44 -0.77 -1.29
C -6.24 -0.31 -2.68
C -4.94 -0.37 -3.37
C -3.77 -0.92 -2.65
C 2.16 1.79 0.74
O 0.82 1.35 0.31
C 0.22 2.34 -0.48
Cl -1.55 1.96 -0.78
Br 1.04 2.51 -2.28
C 2.11 1.96 2.32
Br 3.35 0.84 3.37
C 0.66 1.76 2.96
C 0.28 0.25 3.20
H 3.72 3.86 -0.92
H 5.50 3.95 -1.09
H 4.61 2.54 -1.86
H 6.07 2.48 0.49
H 4.56 2.99 1.29
H 5.00 0.47 1.10
H 3.00 0.78 -0.98
H 3.80 -1.13 -1.33
H 3.38 -2.46 -0.21
H 0.38 -1.15 0.26
H 0.58 -2.94 0.22
H -0.95 -1.35 -1.99
H -0.87 -3.20 -1.82
H -2.08 -3.93 1.37
H -3.02 -4.58 -0.02
H -3.84 -3.59 1.32
H -1.40 -0.12 0.99
H -2.28 -1.23 2.21
H -3.17 -0.04 1.21
H -5.35 -1.69 0.47
H -7.42 -0.70 -0.76
H -7.13 0.12 -3.21
H -4.78 0.00 -4.40
H -2.75 -0.98 -3.10
H 2.25 2.83 0.31
H 0.21 3.35 0.03
H 2.37 3.03 2.55
H -0.13 2.36 2.44
H 0.76 2.22 3.99
H 0.71 -0.44 2.43
H 0.76 -0.05 4.18
H -0.82 0.12 3.36

Output
Multiplicity = 1
LUMO level = 0.369 eV
SMILES string = CCN[C@@H](OCC(F)(F)CC[Si](C)(C)c1ccccc1)[C@@H](O[C@H](Cl)Br)[C@H](Br)CC
HOMO-LUMO gap = 9.21 eV
M = 579.82 g/mol

natural (NBO) population analysis, charges in e, atoms 1 to 2: number 1, C, carries -0.64; number 2, C, carries -0.23

4.
# C20H32BrCoN5O2S

A molecular structure, C20H32BrCoN5O2S (the ωB97M-V functional and the def2-TZVPD basis, the OMol25 dataset).

Atoms and positions in Å:
Co 0.26 -0.38 -0.44
O 1.18 -0.66 1.39
N 0.74 -0.03 2.46
C 1.27 1.19 2.69
C 0.91 1.95 3.76
C -0.04 1.42 4.65
C -0.57 0.19 4.40
C -0.20 -0.59 3.28
S -0.89 -2.10 2.98
H 1.99 1.48 1.94
H 1.36 2.91 3.91
H -0.36 1.98 5.51
H -1.31 -0.25 5.06
N 0.09 -2.60 -0.20
C -0.50 -3.58 -1.09
C -0.05 -3.36 -2.54
C -1.09 -2.69 -3.43
C -1.65 -1.38 -2.87
N -0.58 -0.44 -2.52
H 1.05 -2.86 0.02
H -0.36 -2.59 0.73
H -1.59 -3.48 -1.02
H -0.27 -4.60 -0.77
H 0.22 -4.32 -3.00
H 0.86 -2.76 -2.52
H -1.93 -3.37 -3.59
H -0.65 -2.50 -4.41
H -2.23 -1.57 -1.97
H -2.34 -0.95 -3.61
H -0.91 0.52 -2.47
H 0.16 -0.46 -3.22
Br 5.85 -2.50 -0.91
C 4.57 -1.21 -1.43
C 4.93 -0.14 -2.23
C 3.95 0.78 -2.56
C 2.66 0.59 -2.08
N 2.32 -0.45 -1.32
C 3.26 -1.33 -0.99
H 5.95 -0.02 -2.58
H 4.17 1.64 -3.17
H 1.87 1.31 -2.26
H 2.98 -2.14 -0.33
C -1.60 3.04 -0.80
C -0.32 2.58 -0.09
C 0.66 3.75 0.04
O 0.27 1.54 -0.78
H -2.10 3.85 -0.26
H -2.30 2.21 -0.90
H -1.36 3.39 -1.80
H -0.59 2.27 0.94
H 0.92 4.12 -0.95
H 1.57 3.44 0.53
H 0.23 4.57 0.60
C -3.59 0.43 3.24
C -3.67 0.81 1.77
C -2.58 0.21 1.02
N -1.72 -0.27 0.42
H -4.47 0.81 3.76
H -2.70 0.85 3.70
H -3.55 -0.65 3.36
H -3.58 1.90 1.63
H -4.61 0.50 1.31

Output
Multiplicity = 4
<S²> = 3.758
LUMO level (alpha / beta) = 0.443 / 0.438 eV
HOMO-LUMO gap (alpha / beta) = 7.25 / 7.32 eV
M = 545.41 g/mol

natural (NBO) population analysis, charges in e, atoms 1 to 2: number 1, Co, carries 1.49; number 2, O, carries -0.72

5.
# C20H32BrNO20PS2

A molecular structure, C20H32BrNO20PS2 (the ωB97M-V functional and the def2-TZVPD basis, the OMol25 dataset).

Atoms and positions in Å:
O -5.64 2.45 2.05
S -5.21 3.85 2.05
O -4.56 4.29 0.83
N -6.30 4.80 2.67
S -7.59 5.30 1.88
O -7.35 5.61 0.49
O -8.27 6.28 2.71
P -8.99 3.62 1.71
O -8.03 2.47 1.13
Br -9.08 3.15 3.91
H -4.30 3.94 3.03
H -7.16 2.35 1.60
C -3.97 0.39 0.38
C -3.77 -1.09 0.43
C -2.88 -1.64 -0.67
O -3.36 -2.99 -0.81
C -4.66 -3.00 -0.42
O -5.40 -3.92 -0.57
O -4.99 -1.83 0.17
H -3.06 0.90 0.70
H -4.20 0.71 -0.64
H -4.78 0.74 1.02
H -3.40 -1.41 1.41
H -1.82 -1.64 -0.43
H -3.05 -1.12 -1.61
C 0.51 1.89 -2.40
C 0.18 1.53 -0.98
C 1.21 1.89 0.06
O 0.98 0.90 1.08
C 0.44 -0.18 0.49
O 0.26 -1.23 1.02
O 0.12 0.09 -0.80
H 0.41 2.97 -2.54
H 1.53 1.59 -2.65
H -0.18 1.39 -3.08
H -0.80 1.93 -0.69
H 1.09 2.89 0.47
H 2.23 1.76 -0.32
C -0.63 -4.28 -2.26
C 0.75 -4.60 -1.77
C 1.49 -3.47 -1.08
O 2.87 -3.80 -1.35
C 2.90 -4.52 -2.50
O 3.89 -4.79 -3.09
O 1.65 -4.88 -2.87
H -1.33 -4.21 -1.43
H -0.64 -3.33 -2.81
H -0.98 -5.06 -2.93
H 0.75 -5.48 -1.13
H 1.33 -3.40 -0.01
H 1.27 -2.50 -1.54
C 3.45 7.25 -0.93
C 2.26 7.17 -0.01
C 2.56 7.14 1.48
O 1.44 6.41 1.99
C 0.98 5.61 1.01
O 0.17 4.75 1.15
O 1.57 5.92 -0.17
H 3.88 8.25 -0.89
H 4.22 6.53 -0.64
H 3.15 7.04 -1.95
H 1.54 7.96 -0.23
H 2.60 8.12 1.95
H 3.47 6.58 1.69
C 6.05 -5.94 -1.02
C 5.66 -6.26 0.39
C 6.67 -5.91 1.47
O 6.39 -6.88 2.48
C 5.85 -7.97 1.88
O 5.67 -9.02 2.41
O 5.56 -7.69 0.59
H 5.98 -4.86 -1.19
H 7.07 -6.27 -1.23
H 5.38 -6.43 -1.73
H 4.68 -5.83 0.64
H 6.55 -4.91 1.87
H 7.69 -6.06 1.12

Output
Multiplicity = 1
LUMO level = 1.442 eV
HOMO-LUMO gap = 7.29 eV
M = 781.48 g/mol
Net charge = -1

Löwdin population analysis, charges in e, atoms 1 to 2: number 1, O, carries -0.42; number 2, S, carries 0.54

6.
# C20H32Cl11NO9

8 unconnected molecules or ions with the total composition C20H32Cl11NO9 (the ωB97M-V functional and the def2-TZVPD basis, the OMol25 dataset).

Atoms and positions in Å:
C 3.48 -3.64 -3.03
C 2.33 -3.10 -2.12
C 2.01 -4.07 -0.96
C 3.00 -3.93 0.17
C 3.06 -2.51 0.78
C 3.31 -1.39 -0.27
N 2.65 -1.72 -1.59
O 2.73 -0.76 -2.42
C 4.82 -1.22 -0.54
C 2.58 -0.09 0.23
C 1.02 -3.00 -2.98
H 4.41 -3.69 -2.46
H 3.64 -3.11 -3.96
H 3.35 -4.69 -3.29
H 1.97 -5.09 -1.34
H 1.03 -3.78 -0.58
H 4.00 -4.15 -0.22
H 2.95 -4.61 1.02
H 3.69 -2.43 1.67
H 2.13 -2.32 1.33
H 5.29 -1.00 0.42
H 5.04 -0.41 -1.23
H 5.26 -2.06 -1.07
H 2.70 0.20 1.27
H 1.50 -0.15 0.08
H 2.96 0.75 -0.35
H 0.22 -2.86 -2.26
H 0.71 -3.86 -3.57
H 1.11 -2.11 -3.61
Cl -1.56 -0.34 -0.52
O -0.96 -0.07 -1.81
O -1.24 -1.67 -0.09
O -0.95 0.63 0.39
O -2.98 -0.21 -0.58
C 2.37 1.93 4.13
C 1.13 1.77 3.66
C 0.02 2.76 3.87
O -1.08 2.60 3.36
C 0.49 3.86 4.65
C 1.73 4.03 5.11
C 2.81 3.06 4.90
O 3.96 3.21 5.32
O 2.15 5.17 5.69
O 0.82 0.68 2.95
H 3.13 1.16 4.14
H -0.24 4.66 4.77
H 3.10 5.23 5.87
H -0.09 0.67 2.61
C -3.43 2.29 -3.22
Cl -4.96 2.30 -2.26
Cl -3.18 3.94 -3.91
H -2.60 1.93 -2.61
H -3.53 1.48 -3.94
C -3.99 -2.28 -3.13
Cl -2.62 -3.19 -3.69
Cl -5.55 -2.87 -3.63
H -3.89 -2.25 -2.05
H -3.93 -1.26 -3.51
C -4.27 2.76 0.97
Cl -6.02 2.52 1.12
Cl -3.76 3.84 2.25
H -3.82 1.77 1.05
H -4.26 3.32 0.04
C -0.76 4.21 0.43
Cl 0.90 4.33 1.07
Cl -0.63 4.05 -1.33
H -1.25 3.35 0.87
H -1.26 5.12 0.74
C -6.47 -0.62 -0.67
Cl -5.95 -2.25 -0.20
Cl -7.96 -0.22 0.20
H -5.69 0.09 -0.40
H -6.69 -0.67 -1.73

Output
Multiplicity = 1
LUMO level = -4.160 eV
HOMO-LUMO gap = 5.32 eV
M = 820.46 g/mol

Löwdin population analysis, charges in e, atoms 1 to 2: number 1, C, carries 0.01; number 2, C, carries -0.40

7.
# C20H32F6HfN6O5S2Si

A molecular structure, C20H32F6HfN6O5S2Si (the ωB97M-V functional and the def2-TZVPD basis, the OMol25 dataset).

Atoms and positions in Å:
Hf -0.32 0.88 0.20
C -0.66 0.35 4.09
C 0.68 0.20 3.42
C 1.81 -0.17 4.12
C 3.00 -0.35 3.43
C 3.07 -0.17 2.06
C 1.91 0.22 1.41
N 0.76 0.40 2.10
N 1.69 0.44 0.04
Si 3.03 0.49 -1.15
C 2.32 1.04 -2.78
C 3.73 -1.23 -1.30
C 4.28 1.76 -0.59
H -0.99 -0.61 4.47
H -1.41 0.73 3.40
H -0.59 1.03 4.93
H 1.76 -0.32 5.19
H 3.89 -0.65 3.97
H 3.99 -0.33 1.52
H 1.76 0.24 -3.28
H 3.14 1.31 -3.44
H 1.68 1.92 -2.70
H 2.97 -1.91 -1.70
H 4.08 -1.64 -0.36
H 4.57 -1.24 -2.00
H 3.81 2.74 -0.49
H 5.06 1.85 -1.36
H 4.78 1.52 0.35
F 1.05 4.43 3.42
C -0.22 4.44 3.04
F -0.87 3.43 3.60
F -0.79 5.58 3.36
S -0.27 4.25 1.20
O 0.30 2.89 0.98
O 0.41 5.34 0.61
N -1.85 4.21 0.92
S -2.33 2.91 0.26
O -1.59 2.56 -0.98
O -2.28 1.68 1.10
C -4.11 3.25 -0.15
F -4.57 2.17 -0.74
F -4.15 4.28 -0.96
F -4.75 3.49 0.97
O -1.06 -1.06 0.58
C -0.47 -2.18 0.45
C 0.11 -2.90 1.61
C -0.88 -4.10 1.83
C -2.33 -3.89 1.32
C -2.59 -4.15 -0.18
C -2.00 -3.09 -1.12
N -0.60 -2.86 -0.69
H 0.14 -2.24 2.48
H 1.12 -3.26 1.41
H -0.90 -4.31 2.90
H -0.47 -4.99 1.35
H -2.70 -2.90 1.61
H -2.96 -4.60 1.87
H -3.66 -4.21 -0.36
H -2.18 -5.13 -0.44
H -2.53 -2.14 -1.06
H -2.00 -3.42 -2.16
H -0.08 -3.73 -0.67
C -1.60 1.32 -5.04
N -1.01 0.17 -4.33
C -0.66 -1.03 -5.10
C -0.84 0.22 -3.06
N -0.67 0.26 -1.91
H -2.57 1.03 -5.45
H -0.93 1.62 -5.84
H -1.73 2.15 -4.35
H -1.57 -1.48 -5.51
H -0.16 -1.74 -4.45
H 0.01 -0.75 -5.91

Output
Multiplicity = 1
LUMO level = -5.507 eV
HOMO-LUMO gap = 8.46 eV
M = 821.21 g/mol
Net charge = +2

Löwdin population analysis, charges in e, atoms 1 to 2: number 1, Hf, carries 1.74; number 2, C, carries 0.00

| no. | calculated total energy (eV) | maximum force (eV Å⁻¹) |
| --- | --- | --- |
| 1 | -105265.54381 | 19.367 |
| 2 | -170121.04445 | 2.109 |
| 3 | -192762.45484 | 3.197 |
| 4 | -151309.54251 | 1.246 |
| 5 | -164705.47064 | 0.995 |
| 6 | -178911.51413 | 5.892 |
| 7 | -87588.60087 | 0.325 |